[1]
{
  "formula": "C31H22IrN2O4S",
  "method": "ωB97M-V with the def2-TZVPD basis set",
  "species": ["Ir", "O", "C", "O", "C", "C", "C", "N", "C", "C", "C", "O", "O", "H", "H", "H", "C", "C", "C", "C", "C", "C", "C", "C", "C", "S", "C", "N", "H", "H", "H", "H", "H", "H", "H", "H", "C", "C", "C", "C", "C", "C", "C", "C", "C", "C", "C", "C", "C", "C", "H", "H", "H", "H", "H", "H", "H", "H", "H", "H", "H"],
  "positions_angstrom": [[-0.539, 1.896, -0.233], [5.532, 3.603, 0.099], [5.508, 2.396, -0.164], [6.318, 1.472, -0.017], [4.146, 1.925, -0.759], [3.795, 0.572, -0.698], [2.584, 0.170, -1.182], [1.707, 1.074, -1.697], [2.053, 2.391, -1.807], [3.261, 2.832, -1.331], [0.971, 3.293, -2.378], [1.212, 3.997, -3.325], [-0.165, 3.230, -1.730], [4.517, -0.118, -0.281], [2.241, -0.855, -1.194], [3.533, 3.878, -1.359], [1.472, 0.730, 1.931], [0.102, 0.896, 2.508], [-0.154, 0.584, 3.861], [-1.419, 0.667, 4.357], [-2.468, 1.109, 3.513], [-3.801, 1.246, 3.952], [-4.757, 1.711, 3.090], [-4.429, 2.068, 1.774], [-3.139, 1.953, 1.309], [-2.675, 2.437, -0.317], [-2.144, 1.448, 2.188], [-0.858, 1.307, 1.709], [2.196, 0.485, 2.705], [1.818, 1.635, 1.425], [1.458, -0.093, 1.210], [0.676, 0.262, 4.473], [-1.634, 0.411, 5.386], [-4.048, 0.989, 4.974], [-5.780, 1.819, 3.423], [-5.200, 2.453, 1.118], [-0.922, -5.305, 0.163], [-2.055, -4.674, 0.652], [-2.136, -3.291, 0.650], [-1.100, -2.508, 0.137], [0.044, -3.160, -0.334], [0.132, -4.539, -0.322], [-1.229, -1.047, 0.213], [-0.717, -0.093, -0.598], [-0.260, -0.420, -1.949], [0.675, 0.519, -2.645], [1.359, -0.042, -3.853], [0.844, -1.112, -4.485], [-0.304, -1.780, -3.962], [-0.801, -1.446, -2.715], [-0.852, -6.384, 0.169], [-2.876, -5.261, 1.044], [-3.020, -2.803, 1.045], [0.877, -2.579, -0.709], [1.029, -5.023, -0.686], [-1.807, -0.739, 1.077], [0.088, 1.389, -2.962], [2.213, 0.500, -4.240], [1.300, -1.472, -5.398], [-0.753, -2.586, -4.524], [-1.617, -2.021, -2.300]],
  "gap_ev": [6.46, 6.43],
  "spin_multiplicity": 2,
  "lumo_energy_ha": [-0.0494, -0.0703],
  "total_charge": 0,
  "s_squared": 0.8168
}


[2]
{
  "formula": "C31H23AsF2MnNOS3",
  "method": "ωB97M-V with the def2-TZVPD basis set",
  "species": ["Mn", "F", "C", "C", "C", "C", "C", "F", "C", "C", "C", "C", "C", "C", "N", "H", "H", "H", "H", "H", "H", "S", "C", "C", "C", "C", "C", "C", "As", "C", "C", "C", "C", "C", "C", "C", "C", "C", "C", "C", "C", "H", "H", "H", "H", "H", "H", "H", "H", "H", "H", "H", "H", "H", "H", "C", "O", "C", "S", "S", "H", "H", "H"],
  "positions_angstrom": [[0.165, 1.540, -0.335], [-1.180, 1.062, 4.975], [-0.196, 1.185, 4.039], [-0.513, 1.115, 2.695], [0.477, 1.168, 1.714], [1.831, 1.330, 2.141], [2.087, 1.468, 3.508], [3.344, 1.734, 3.967], [1.106, 1.377, 4.470], [2.850, 1.328, 1.113], [4.212, 1.111, 1.342], [5.097, 1.117, 0.291], [4.606, 1.326, -1.001], [3.253, 1.517, -1.163], [2.378, 1.528, -0.157], [-1.557, 1.004, 2.414], [1.357, 1.473, 5.513], [4.571, 0.951, 2.342], [6.152, 0.964, 0.463], [5.270, 1.365, -1.852], [2.847, 1.693, -2.152], [0.237, 1.089, -2.689], [-0.830, -0.160, -3.269], [-1.049, -0.297, -4.641], [-1.844, -1.315, -5.123], [-2.454, -2.202, -4.245], [-2.267, -2.063, -2.878], [-1.443, -1.061, -2.375], [-1.106, -0.689, -0.491], [-2.177, -2.201, 0.242], [-1.733, -3.519, 0.274], [-2.581, -4.535, 0.680], [-3.879, -4.244, 1.069], [-4.325, -2.932, 1.067], [-3.475, -1.918, 0.656], [0.632, -1.560, -0.253], [1.013, -1.813, 1.064], [2.242, -2.369, 1.350], [3.114, -2.685, 0.317], [2.739, -2.452, -0.995], [1.503, -1.893, -1.282], [-0.584, 0.406, -5.315], [-1.997, -1.418, -6.190], [-3.074, -3.000, -4.629], [-2.764, -2.747, -2.196], [-0.718, -3.746, -0.035], [-2.237, -5.560, 0.678], [-4.543, -5.040, 1.375], [-5.335, -2.704, 1.376], [-3.808, -0.883, 0.640], [0.322, -1.558, 1.864], [2.529, -2.556, 2.376], [4.084, -3.110, 0.537], [3.415, -2.706, -1.801], [1.219, -1.711, -2.313], [-2.249, 7.049, 0.295], [-1.390, 5.934, 0.296], [-1.878, 4.738, -0.075], [-3.464, 4.473, -0.430], [-0.634, 3.585, -0.146], [-1.643, 7.870, 0.674], [-3.123, 6.881, 0.932], [-2.603, 7.266, -0.719]],
  "gap_ev": [6.62, 7.14],
  "spin_multiplicity": 6,
  "lumo_energy_ha": [0.0969, 0.0938],
  "total_charge": -1,
  "s_squared": 8.7704
}


[3]
{
  "formula": "C31H23AuN4O2P",
  "method": "ωB97M-V with the def2-TZVPD basis set",
  "species": ["Au", "O", "N", "C", "C", "C", "C", "C", "C", "C", "P", "C", "C", "C", "C", "C", "C", "C", "C", "C", "C", "C", "C", "H", "H", "H", "H", "H", "H", "H", "H", "H", "H", "H", "H", "H", "H", "H", "H", "C", "C", "C", "C", "C", "C", "C", "C", "H", "H", "H", "H", "H", "N", "C", "O", "C", "C", "N", "C", "N", "H", "H"],
  "positions_angstrom": [[-0.882, 0.906, -1.351], [-3.923, -0.785, -2.055], [-3.051, -0.848, -1.023], [-3.095, -1.965, -0.465], [-2.301, -2.343, 0.689], [-2.668, -3.560, 1.276], [-2.063, -4.035, 2.418], [-1.054, -3.306, 3.016], [-0.645, -2.116, 2.451], [-1.246, -1.611, 1.289], [-0.448, -0.025, 0.806], [-0.925, 1.159, 2.060], [-0.182, 2.339, 2.196], [-0.504, 3.235, 3.197], [-1.577, 2.977, 4.044], [-2.329, 1.820, 3.892], [-2.017, 0.914, 2.895], [1.322, -0.379, 0.946], [1.869, -1.267, 0.019], [3.214, -1.581, 0.066], [4.023, -1.014, 1.044], [3.476, -0.160, 1.989], [2.128, 0.163, 1.946], [-3.789, 0.091, -2.421], [-3.801, -2.708, -0.833], [-3.465, -4.133, 0.818], [-2.379, -4.977, 2.844], [-0.575, -3.663, 3.917], [0.166, -1.567, 2.912], [0.637, 2.541, 1.522], [0.082, 4.135, 3.323], [-1.828, 3.683, 4.825], [-3.158, 1.619, 4.557], [-2.610, 0.016, 2.778], [1.237, -1.708, -0.740], [3.631, -2.256, -0.669], [5.077, -1.253, 1.077], [4.101, 0.262, 2.765], [1.714, 0.814, 2.702], [0.506, 0.010, -2.413], [1.415, -0.527, -3.006], [2.495, -1.163, -3.683], [3.757, -0.556, -3.688], [4.823, -1.189, -4.300], [4.642, -2.427, -4.905], [3.391, -3.030, -4.908], [2.317, -2.405, -4.300], [3.882, 0.403, -3.202], [5.799, -0.723, -4.303], [5.481, -2.926, -5.372], [3.256, -3.991, -5.386], [1.338, -2.865, -4.291], [-1.670, 5.123, 0.334], [-1.800, 4.000, -0.393], [-0.886, 3.138, -0.405], [-3.018, 3.847, -1.157], [-4.110, 4.729, -1.036], [-4.975, 5.474, -0.878], [-2.974, 2.743, -1.971], [-2.679, 1.767, -2.544], [-2.357, 5.857, 0.294], [-0.793, 5.300, 0.790]],
  "gap_ev": [4.80, 4.80],
  "lumo_energy_ha": [-0.2275, -0.2275],
  "total_charge": 1
}


[4]
{
  "formula": "C31H23BF4O2S",
  "method": "ωB97M-V with the def2-TZVPD basis set",
  "species": ["F", "C", "C", "C", "C", "C", "B", "O", "C", "C", "C", "C", "C", "C", "O", "C", "C", "C", "C", "C", "C", "C", "C", "H", "H", "H", "H", "H", "H", "H", "H", "H", "H", "H", "H", "H", "H", "C", "C", "C", "C", "C", "C", "C", "C", "C", "C", "F", "F", "F", "C", "C", "S", "H", "H", "H", "H", "H", "H", "H", "H", "H"],
  "positions_angstrom": [[-5.485, -3.783, 0.580], [-4.293, -3.165, 0.863], [-4.250, -2.216, 1.876], [-3.034, -1.589, 2.145], [-1.867, -1.956, 1.470], [-0.561, -1.327, 1.915], [0.704, -1.798, 1.128], [1.964, -1.234, 1.505], [2.845, -1.826, 0.655], [4.073, -2.282, 1.076], [4.562, -3.445, 0.456], [3.879, -4.070, -0.593], [2.630, -3.604, -1.036], [2.127, -2.511, -0.368], [0.768, -2.413, -0.108], [-0.039, -2.060, 3.171], [0.708, -1.436, 4.196], [1.663, -2.182, 4.879], [1.890, -3.528, 4.562], [1.007, -4.187, 3.710], [-0.023, -3.469, 3.107], [-1.940, -2.946, 0.480], [-3.154, -3.572, 0.172], [-5.134, -1.980, 2.466], [-2.980, -0.795, 2.889], [-0.608, -0.257, 2.026], [4.556, -1.817, 1.924], [5.489, -3.869, 0.825], [4.296, -4.954, -1.058], [2.037, -4.096, -1.791], [0.522, -0.363, 4.393], [2.283, -1.705, 5.638], [2.730, -4.064, 5.008], [1.126, -5.252, 3.528], [-0.778, -3.994, 2.515], [-1.068, -3.264, -0.077], [-3.200, -4.373, -0.563], [2.764, 3.616, -1.601], [1.506, 2.984, -1.110], [0.578, 2.301, -1.881], [-0.518, 1.800, -1.135], [-0.531, 2.192, 0.212], [-1.573, 1.974, 1.165], [-1.397, 2.383, 2.516], [-2.517, 2.577, 3.305], [-3.776, 2.323, 2.769], [-4.965, 2.899, 3.514], [-5.799, 3.647, 2.719], [-5.724, 1.922, 4.121], [-4.551, 3.759, 4.511], [-3.940, 1.597, 1.574], [-2.819, 1.383, 0.786], [0.984, 3.033, 0.538], [2.606, 3.871, -2.662], [3.003, 4.544, -1.045], [3.654, 2.965, -1.535], [0.689, 2.221, -2.952], [-1.296, 1.197, -1.584], [-0.422, 2.551, 2.979], [-2.420, 2.969, 4.308], [-4.905, 1.184, 1.270], [-2.893, 0.775, -0.124]],
  "gap_ev": 7.80,
  "lumo_energy_ha": -0.0111,
  "total_charge": 0,
  "smiles": "Fc1ccc([C@H](B2Oc3ccccc3O2)c2ccccc2)cc1.Cc1ccc(-c2ccc(C(F)(F)F)cc2)s1"
}


In the order shown, the computed largest force on an atom values come out to 1.03, 1.95, 1.14, 3.17 eV/Å.
In the order shown, the computed ΔE to the lowest compared entry with this formula, charge and spin values come out to 120.4, 132.1, 291.5, 0.0 kJ/mol.